A molecular structure, C29H23F6IrN5O6S2Te in a non-equilibrium geometry, computed with wB97M-V/def2-TZVPD.

Orbital gap (alpha / beta) (eV): 4.975 / 5.406
Multiplicity: 2
HOMO level (alpha / beta) (Ha): -0.2771 / -0.2775

Each line ends with the Löwdin spin population.
Geometry (Å):
Ir (0.52, -0.44, 0.21)  1.012
O (4.79, -0.87, 0.40)  0.004
C (3.63, -0.90, 0.04)  0.003
N (2.75, 0.14, 0.09)  -0.017
C (3.14, 1.36, 0.52)  0.000
C (4.45, 1.87, 0.43)  -0.002
C (4.76, 3.08, 1.00)  0.000
C (3.77, 3.85, 1.61)  -0.004
C (2.47, 3.41, 1.66)  0.000
C (2.12, 2.15, 1.16)  -0.004
N (0.91, 1.54, 1.30)  0.001
C (0.08, 1.86, 2.33)  0.002
O (0.23, 2.76, 3.14)  0.002
C (-1.09, 0.94, 2.43)  0.002
C (-1.79, 0.85, 3.62)  0.001
C (-2.91, 0.04, 3.68)  -0.001
C (-3.33, -0.60, 2.52)  0.004
C (-2.57, -0.44, 1.37)  0.006
N (-1.46, 0.27, 1.33)  0.052
C (3.04, -2.16, -0.51)  0.001
C (3.83, -3.29, -0.62)  0.001
C (3.27, -4.44, -1.12)  -0.001
C (1.95, -4.41, -1.53)  0.003
C (1.24, -3.23, -1.41)  0.006
N (1.76, -2.14, -0.88)  0.047
H (5.20, 1.27, -0.06)  0.000
H (5.78, 3.44, 0.97)  0.000
H (4.03, 4.80, 2.06)  0.000
H (1.71, 4.03, 2.11)  0.000
H (-1.44, 1.42, 4.47)  0.000
H (-3.46, -0.08, 4.60)  0.000
H (-4.21, -1.21, 2.51)  0.001
H (-2.88, -0.90, 0.44)  0.000
H (4.86, -3.22, -0.30)  0.000
H (3.86, -5.35, -1.20)  0.000
H (1.46, -5.28, -1.94)  0.000
H (0.21, -3.17, -1.75)  0.000
F (1.87, -4.07, 4.61)  0.000
C (0.78, -3.88, 3.87)  0.002
F (0.16, -5.05, 3.75)  0.001
F (-0.02, -3.05, 4.55)  0.000
S (1.26, -3.21, 2.16)  0.002
O (0.86, -1.82, 2.19)  0.016
O (2.64, -3.51, 2.02)  0.000
N (0.36, -4.04, 1.16)  -0.001
S (-1.05, -3.38, 0.99)  0.007
O (-1.76, -3.15, 2.20)  0.000
O (-1.10, -2.34, -0.01)  0.053
C (-1.92, -4.77, 0.08)  0.004
F (-2.11, -5.87, 0.80)  0.002
F (-1.22, -5.11, -1.00)  0.000
F (-3.12, -4.36, -0.35)  0.000
C (-3.23, 5.51, -3.78)  -0.002
C (-2.71, 4.18, -3.34)  -0.009
C (-3.57, 3.12, -3.13)  0.001
C (-3.10, 1.87, -2.74)  -0.007
C (-4.08, 0.77, -2.48)  -0.002
C (-1.72, 1.68, -2.57)  -0.011
Te (-0.97, -0.27, -2.09)  -0.164
C (-0.84, 2.75, -2.77)  -0.007
C (0.63, 2.56, -2.58)  -0.003
C (-1.34, 3.98, -3.15)  0.002
H (-4.29, 5.60, -3.54)  0.000
H (-3.12, 5.62, -4.86)  -0.001
H (-2.69, 6.32, -3.30)  0.000
H (-4.63, 3.26, -3.27)  0.000
H (-5.08, 1.05, -2.82)  0.000
H (-4.13, 0.56, -1.41)  0.000
H (-3.78, -0.14, -2.99)  -0.002
H (0.84, 2.27, -1.54)  -0.002
H (1.18, 3.47, -2.82)  0.000
H (0.98, 1.75, -3.22)  0.000
H (-0.66, 4.80, -3.31)  0.000